ORCA calculation (ωB97M-V/def2-TZVPD) on a structure of composition C50H41N7PZr in a non-equilibrium geometry.

Structure (XYZ):
```
100
Properties=species:S:1:pos:R:3
Zr 0.048 0.622 -0.152
C -5.290 4.780 -3.937
C -5.215 4.925 -2.558
C -4.272 4.210 -1.836
C -3.393 3.355 -2.499
C -3.461 3.221 -3.884
C -4.417 3.929 -4.599
C -2.363 2.605 -1.728
C -2.811 1.679 -0.777
C -4.170 1.395 -0.457
C -4.187 0.616 0.661
C -2.839 0.359 1.043
C -2.407 -0.344 2.179
C -3.457 -0.859 3.108
C -4.320 -1.876 2.707
C -5.291 -2.355 3.574
C -5.407 -1.817 4.848
C -4.556 -0.797 5.251
C -3.583 -0.318 4.385
C -1.073 -0.603 2.517
N 0.054 -0.278 1.752
C 1.172 -0.836 2.385
C 2.500 -0.725 1.960
C 3.545 -1.446 2.744
C 3.829 -1.077 4.056
C 4.818 -1.743 4.766
C 5.525 -2.780 4.172
C 5.248 -3.150 2.863
C 4.263 -2.482 2.150
C 2.951 0.075 0.891
C 4.308 0.372 0.587
C 4.320 1.340 -0.375
C 2.973 1.667 -0.688
N 2.137 0.837 0.063
C 2.554 2.692 -1.545
C 1.220 3.010 -1.843
C 0.791 4.105 -2.635
C -0.573 4.061 -2.714
C -1.019 2.947 -1.957
N 0.094 2.298 -1.424
C 3.614 3.536 -2.167
C 3.824 3.494 -3.543
C 4.816 4.278 -4.113
C 5.587 5.113 -3.316
C 5.372 5.164 -1.945
C 4.390 4.372 -1.367
C 0.719 -1.519 3.552
C -0.633 -1.364 3.641
N -2.002 0.987 0.126
H -6.028 5.337 -4.497
H -5.888 5.600 -2.045
H -4.204 4.332 -0.761
H -2.775 2.562 -4.403
H -4.478 3.819 -5.673
H -5.019 1.781 -0.997
H -5.054 0.266 1.196
H -4.251 -2.284 1.703
H -5.962 -3.142 3.256
H -6.165 -2.187 5.525
H -4.654 -0.368 6.239
H -2.930 0.488 4.700
H 3.292 -0.256 4.518
H 5.043 -1.446 5.781
H 6.298 -3.295 4.726
H 5.806 -3.951 2.397
H 4.066 -2.758 1.119
H 5.161 -0.074 1.071
H 5.184 1.812 -0.813
H 1.450 4.837 -3.073
H -1.222 4.751 -3.228
H 3.222 2.845 -4.167
H 4.987 4.239 -5.181
H 6.356 5.727 -3.764
H 5.967 5.822 -1.326
H 4.219 4.417 -0.298
H 1.358 -2.050 4.239
H -1.280 -1.748 4.412
C 0.476 -4.958 -0.001
N -1.010 -4.519 -0.020
C -1.597 -4.869 -1.408
N -0.823 -4.274 -2.437
C 0.573 -4.719 -2.365
N 1.184 -4.365 -1.080
C 1.357 -2.921 -0.926
P -0.275 -2.062 -0.994
C -1.155 -3.052 0.286
C -0.967 -2.821 -2.523
H 0.457 -6.044 -0.090
H 0.875 -4.661 0.968
H -1.512 -5.049 0.696
H -2.630 -4.523 -1.410
H -1.565 -5.956 -1.473
H 1.141 -4.265 -3.174
H 0.599 -5.802 -2.484
H 1.998 -2.539 -1.723
H 1.847 -2.694 0.025
H -2.219 -2.811 0.310
H -0.736 -2.860 1.275
H -0.431 -2.443 -3.394
H -2.017 -2.547 -2.640
```

## Properties
F_max = 1.5 eV Å⁻¹
Kohn-Sham gap (spin up / spin down) = 5.11 / 5.11 eV
net charge = +3
molar mass = 862.1 g mol⁻¹
ΔE to the lowest compared entry with this formula, charge and spin = 0.135 eV
highest occupied orbital energy (spin up / spin down) = -14.552 / -14.553 eV

ORCA calculation (ωB97M-V/def2-TZVPD) on a structure of composition C50H42Cl3F9InN5O5PS.

Structure (XYZ):
```
117
Properties=species:S:1:pos:R:3
In 0.495 0.141 0.372
C -3.162 -2.336 -1.856
C -2.721 -1.412 -0.730
C -3.542 -1.624 0.530
O -1.359 -1.683 -0.381
C -2.872 0.019 -1.235
O -3.909 0.617 -1.271
O -1.703 0.473 -1.729
H -3.111 -3.371 -1.514
H -2.515 -2.222 -2.729
H -4.187 -2.112 -2.152
H -3.511 -2.678 0.804
H -4.573 -1.324 0.359
H -3.130 -1.029 1.346
H -0.865 -1.827 -1.200
C -1.695 1.768 -2.351
C -1.914 1.681 -3.837
C -1.389 2.692 -4.637
C -1.582 2.682 -6.007
C -2.298 1.642 -6.592
C -2.826 0.627 -5.800
C -2.636 0.652 -4.428
C -2.484 1.609 -8.022
N -2.630 1.582 -9.161
H -0.707 2.175 -2.147
H -2.449 2.396 -1.874
H -0.818 3.495 -4.186
H -1.175 3.470 -6.627
H -3.387 -0.174 -6.262
H -3.064 -0.137 -3.824
Cl -3.781 -3.233 -5.563
C -2.059 -3.293 -5.397
C -1.402 -4.513 -5.393
C -0.024 -4.515 -5.280
C 0.726 -3.347 -5.137
C 2.229 -3.512 -5.045
C 2.711 -3.857 -3.627
N 2.587 -2.721 -2.737
C 3.451 -1.661 -2.629
C 2.860 -0.783 -1.776
N 1.653 -1.294 -1.351
C 1.525 -2.452 -1.956
O 2.899 -2.377 -5.531
C 4.060 -2.684 -6.306
C 4.627 -1.411 -6.829
C 4.142 -0.771 -7.930
Cl 2.850 -1.300 -8.922
S 4.955 0.696 -8.259
C 5.974 0.480 -6.901
C 5.692 -0.671 -6.236
C 0.028 -2.142 -5.111
Cl 0.782 -0.594 -4.854
C -1.352 -2.114 -5.269
H -1.957 -5.435 -5.501
H 0.498 -5.465 -5.319
H 2.493 -4.374 -5.670
H 3.753 -4.175 -3.656
H 2.126 -4.675 -3.209
H 4.381 -1.625 -3.168
H 3.229 0.172 -1.438
H 0.702 -3.145 -1.850
H 3.771 -3.342 -7.131
H 4.808 -3.208 -5.698
H 6.738 1.209 -6.680
H 6.236 -1.002 -5.361
H -1.865 -1.163 -5.297
F -6.570 2.337 7.127
C -5.631 1.462 7.524
F -5.147 1.890 8.697
F -6.256 0.292 7.746
C -4.554 1.311 6.482
C -4.931 0.982 5.190
C -3.960 0.813 4.214
C -2.613 0.973 4.525
C -2.249 1.312 5.826
C -3.214 1.480 6.805
P -1.375 0.717 3.192
C -0.587 2.369 3.103
C -1.413 3.313 2.485
C -0.989 4.615 2.277
C 0.291 4.983 2.660
C 1.131 4.059 3.259
C 0.694 2.762 3.482
C 0.799 6.384 2.438
F 2.006 6.372 1.843
F -0.026 7.102 1.665
F 0.943 7.041 3.600
C -0.255 -0.518 3.963
C -0.570 -1.829 3.595
C 0.160 -2.907 4.069
C 1.241 -2.681 4.906
C 1.559 -1.390 5.301
C 0.810 -0.319 4.840
C 2.108 -3.816 5.375
F 3.308 -3.808 4.738
F 1.556 -5.012 5.135
F 2.374 -3.735 6.683
H -5.979 0.861 4.946
H -4.255 0.559 3.203
H -1.205 1.452 6.082
H -2.931 1.744 7.814
H -2.409 3.025 2.162
H -1.644 5.335 1.805
H 2.133 4.350 3.547
H 1.385 2.064 3.924
H -1.393 -2.007 2.911
H -0.107 -3.916 3.785
H 2.384 -1.221 5.981
H 1.060 0.666 5.202
N 2.571 -3.526 1.566
C 2.786 -2.205 1.802
N 4.025 -1.843 2.198
O 1.885 -1.372 1.649
H 3.199 -4.221 1.933
H 1.608 -3.794 1.456
H 4.747 -2.509 2.403
H 4.185 -0.874 2.402
```

## Properties
F_max = 0.6 eV Å⁻¹
Kohn-Sham gap = 8.55 eV
net charge = +1
molar mass = 1248.1 g mol⁻¹
ΔE to the lowest compared entry with this formula, charge and spin = 0.165 eV
highest occupied orbital energy = -10.796 eV